(1)
The following is a DFT calculation (ωB97M-V/def2-TZVPD) of a cluster of 13 separate species, C6H39N2O12 in total in a non-equilibrium geometry.

molecular weight: 331.38 g mol⁻¹
energy above the lowest of the compared OMol25 structures with the same formula, charge and spin: 134.0 kcal/mol
net charge: +1
E: -34396.32280 eV

CARTESIAN COORDINATES (ANGSTROEM)
C: -0.2014 -0.3565 -2.3410
C: 0.0339 -0.0332 -0.8845
C: -1.1777 0.4753 0.0662
C: -1.0794 -0.2815 1.4488
C: -1.8649 -1.3805 1.6708
C: -0.3403 0.4961 3.5705
N: 0.1357 0.2592 2.1194
N: 1.1503 1.0195 -0.8218
H: -0.6493 0.5158 -3.0560
H: 0.8423 -0.5003 -2.7776
H: -0.8054 -1.2355 -2.6339
H: 0.2767 -1.0428 -0.4716
H: -0.9556 1.5738 0.2059
H: -2.1570 0.4469 -0.3631
H: -1.8081 -2.0450 2.4939
H: -2.6719 -1.6551 0.9236
H: -1.4298 0.7233 3.5833
H: 0.2051 1.3492 3.9753
H: -0.2745 -0.3278 4.2173
H: 0.8083 -0.5712 2.0322
H: 1.8052 1.1076 -1.6469
H: 1.6998 0.7774 0.0575
H: 0.6981 1.9307 -0.5306
H: -1.9412 3.4844 0.0540
H: -0.4876 3.3622 0.3081
O: -1.1902 4.0151 0.1359
H: 2.7989 -1.3977 2.5076
H: 2.9918 -1.8779 1.0736
O: 2.4540 -1.3411 1.6556
H: -1.4912 -3.3670 -2.2233
H: -0.9565 -3.7302 -0.8976
O: -0.6581 -3.6535 -1.8091
H: -3.7594 -2.0401 -0.0434
H: -4.0024 -1.2262 -1.2660
O: -3.4227 -1.9301 -0.8950
H: 0.9775 -3.2170 -1.6411
H: 2.3573 -3.8583 -1.4523
O: 1.8610 -3.0367 -1.3455
H: 2.4271 2.6253 -3.0764
H: 3.2922 3.0734 -1.9443
O: 2.3574 2.8501 -2.1614
H: 3.7033 -0.4161 -1.9184
H: 2.5701 -1.1937 -2.1607
O: 2.9956 -0.4393 -2.5116
H: -3.8231 2.4981 -0.9108
H: -3.7860 2.3812 0.7654
O: -3.2206 2.4545 -0.0930
H: 2.9597 1.7377 3.4480
H: 2.9668 0.9821 2.2881
O: 3.4559 0.9556 3.1311
H: -2.6665 0.3744 -3.5836
H: -3.3910 1.6169 -2.9701
O: -3.3660 0.7037 -2.9929
H: -0.3442 -4.3269 1.3983
H: 0.3637 -2.9756 0.9966
O: -0.3512 -3.4003 1.4213
H: 2.2668 3.7401 2.1383
H: 1.5083 2.4361 2.0199
O: 2.3105 2.8915 1.7171

Atoms 1-3, force components in eV/Å:
C 0.2223 1.9528 -3.5290
C -1.9487 -0.5596 0.4240
C 1.8866 0.0620 0.6330

Need the Mulliken charges? In units of e they are: -1.05 1.05 1.56 -0.41 -0.49 -1.01 0.56 0.05 0.23 0.20 0.25 -0.91 -1.73 0.68 0.41 -0.28 0.36 0.28 0.37 0.06 0.51 0.24 0.32 0.49 0.27 -0.69 0.24 0.22 -0.54 0.29 0.35 -0.74 0.30 0.27 -0.56 0.32 0.30 -0.57 0.30 0.32 -0.67 0.33 0.33 -0.62 0.27 0.32 -0.70 0.35 0.34 -0.67 0.31 0.28 -0.57 0.27 0.27 -0.55 0.31 0.24 -0.64

***

(2)
The following is a DFT calculation (ωB97M-V/def2-TZVPD) of a cluster of 13 separate species, C5H36O13 in total in a non-equilibrium geometry.

molecular weight: 304.33 g mol⁻¹
energy above the lowest of the compared OMol25 structures with the same formula, charge and spin: 73.6 kcal/mol
E: -32382.96969 eV

CARTESIAN COORDINATES (ANGSTROEM)
C: -0.1019 -0.6746 -0.4154
O: -0.9005 -1.8282 -0.4872
H: -0.2952 -0.1846 0.5389
H: 0.9437 -0.9748 -0.4847
H: -0.4577 0.0089 -1.1863
H: -1.7763 -1.5641 -0.1958
C: 1.6131 1.4556 -7.4485
O: 2.8702 0.9970 -7.0680
H: 1.5115 2.5402 -7.4112
H: 1.4811 1.2364 -8.5081
H: 0.7997 0.8826 -7.0032
H: 2.7374 0.0470 -7.0287
C: -4.9502 2.9412 2.2213
O: -5.0647 2.1090 1.1026
H: -5.8443 2.9255 2.8445
H: -4.1017 2.6539 2.8422
H: -4.5828 3.9158 1.8997
H: -5.5007 1.2948 1.3645
C: 1.0342 2.8441 5.5073
O: 1.1307 1.4847 5.7891
H: 0.0670 3.2564 5.7949
H: 1.8331 3.4288 5.9635
H: 1.0790 3.0478 4.4374
H: 0.3052 1.1320 6.1292
C: -5.7600 -3.7658 3.4441
O: -5.6552 -3.3316 2.1020
H: -6.7680 -3.6184 3.8318
H: -5.4864 -4.8121 3.5804
H: -5.1278 -3.0608 3.9838
H: -6.2104 -3.9093 1.5732
O: 1.2426 -5.0646 2.0463
H: 0.8351 -4.4405 1.4457
H: 1.8716 -4.5426 2.5444
O: -1.7863 -6.1177 -2.8392
H: -1.5227 -5.3962 -2.2679
H: -1.8907 -5.7152 -3.7014
O: -3.9650 4.8175 -2.4521
H: -4.2162 4.1268 -1.8389
H: -4.7935 5.2193 -2.7136
O: 4.5123 2.3736 -2.7283
H: 3.9077 3.1102 -2.8190
H: 4.4454 1.9045 -3.5600
O: 0.7633 5.4963 -1.8154
H: -0.1671 5.4023 -2.0199
H: 0.7819 5.7473 -0.8919
O: 5.4858 -4.1829 -1.9565
H: 5.9809 -3.4553 -1.5801
H: 6.0448 -4.9483 -1.8227
O: 4.0668 -1.8675 3.9199
H: 4.6941 -1.4210 3.3513
H: 3.4683 -1.1773 4.2055
O: 6.9722 -0.3291 0.2078
H: 6.5411 0.2312 -0.4375
H: 7.9053 -0.2486 0.0105

Atoms 1-3, force components in eV/Å:
C -0.5605 0.3620 0.2971
O -0.3194 -0.8908 0.0620
H 0.4281 0.1909 0.1991

Need the Mulliken charges? In units of e they are: -0.49 -0.48 0.23 0.21 0.24 0.29 -0.56 -0.48 0.24 0.26 0.24 0.30 -0.50 -0.49 0.25 0.25 0.21 0.29 -0.51 -0.49 0.24 0.22 0.23 0.31 -0.47 -0.49 0.24 0.24 0.19 0.29 -0.65 0.31 0.33 -0.64 0.32 0.32 -0.64 0.32 0.31 -0.64 0.32 0.32 -0.64 0.32 0.31 -0.64 0.32 0.32 -0.64 0.32 0.32 -0.65 0.33 0.32

***

(3)
The following is a DFT calculation (ωB97M-V/def2-TZVPD) of a cluster of 3 separate species, C5H11NO in total in a non-equilibrium geometry.

molecular weight: 101.15 g mol⁻¹
energy above the lowest of the compared OMol25 structures with the same formula, charge and spin: 93.3 kcal/mol
E: -8897.64949 eV

CARTESIAN COORDINATES (ANGSTROEM)
C: 2.1177 -1.5630 -0.7774
C: 1.0536 -1.4980 0.3238
N: -0.2975 -1.0654 -0.0237
C: -1.9520 0.5444 0.7855
C: -0.6924 0.2284 0.4406
C: 0.1208 1.6433 -1.1919
O: 1.2189 1.5239 -0.8971
H: 2.1803 -0.6212 -1.2826
H: 3.0525 -1.8937 -0.2941
H: 1.8893 -2.3762 -1.4728
H: 0.9202 -2.5024 0.7666
H: 1.4017 -0.8970 1.1519
H: -0.4484 -1.4101 -0.9856
H: -3.2882 4.0071 0.4543
H: -2.0490 1.3023 1.5424
H: -2.7159 0.0160 0.2328
H: 0.0845 0.7472 0.9794
H: -2.5963 3.8144 0.2480

Atoms 1-3, force components in eV/Å:
C -0.4142 -1.0952 0.8407
C -0.1295 -0.8681 0.5868
N 0.8514 0.2955 -1.6373

Need the Mulliken charges? In units of e they are: -0.97 -0.52 -0.25 -0.78 -0.22 0.19 -0.19 0.30 0.30 0.31 0.33 0.33 0.27 0.16 0.30 0.24 0.36 -0.16

***

Q: Look up the molecular weight of the third one.
A: 101.15 g mol⁻¹